(i)
Computed, not measured: a single C6H7NO2S molecule, with the ωB97M-V functional and the def2-TZVPD basis.

Values from the calculation:
SMILES string: C/C=C1\SC(=O)N(C)C1=O
LUMO in eV: -0.250
Kohn-Sham gap in eV: 9.044

Each line ends with the Mulliken charge.
Geometry (Å):
1 C 2.900 -1.440 0.096  -1.28
2 C 2.030 -0.208 0.002  0.07
3 C 0.696 -0.212 -0.117  0.26
4 S -0.227 -1.721 0.030  -0.20
5 C -1.769 -0.777 0.045  0.60
6 O -3.013 -1.309 -0.059  -0.62
7 N -1.522 0.568 0.029  0.02
8 C -2.612 1.549 0.047  -0.95
9 C -0.212 0.951 -0.035  0.34
10 O 0.123 2.102 -0.064  -0.59
11 H 2.498 -2.373 0.561  0.34
12 H 3.767 -1.285 0.574  0.40
13 H 3.143 -1.762 -1.027  0.26
14 H 2.622 0.779 0.065  0.31
15 H -2.130 2.286 -0.592  0.37
16 H -2.777 1.789 1.005  0.35
17 H -3.518 1.061 -0.559  0.29

=====

(ii)
Computed, not measured: a single C6H7NO2S molecule, with the ωB97M-V functional and the def2-TZVPD basis.

Values from the calculation:
SMILES string: COc1cscc1C(N)=O
LUMO in eV: 0.698
Kohn-Sham gap in eV: 9.578

Each line ends with the Mulliken charge.
Geometry (Å):
1 C -1.583 2.299 -0.320  -0.53
2 O -0.610 1.807 0.700  -0.44
3 C 0.295 0.902 0.304  0.01
4 C 1.655 1.087 0.147  -0.17
5 S 2.495 -0.350 -0.159  -0.17
6 C 1.067 -1.239 -0.302  -0.55
7 C -0.013 -0.460 0.007  0.43
8 C -1.423 -1.043 -0.012  0.54
9 N -1.538 -2.316 0.436  -0.46
10 O -2.342 -0.445 -0.598  -0.65
11 H -2.022 1.478 -0.885  0.30
12 H -1.092 3.061 -1.063  0.24
13 H -2.392 2.818 0.288  0.20
14 H 2.298 2.000 0.223  0.38
15 H 0.976 -2.376 -0.453  0.38
16 H -2.477 -2.649 0.560  0.26
17 H -0.814 -2.694 1.059  0.24

=====

Most stable one: (ii), least stable one: (i).

=====

(i)
Computed, not measured: a gas-phase ion, C5H10NO (charge -1), with the ωB97M-V functional and the def2-TZVPD basis.

Values from the calculation:
SMILES string: C=C(N)CCC[O-]
LUMO in eV: 3.678
Kohn-Sham gap in eV: 6.082
Total charge: -1

Each line ends with the Mulliken charge.
Geometry (Å):
1 C 0.645 -2.528 0.063  -0.93
2 C -0.174 -1.450 0.184  0.64
3 N -1.450 -1.446 -0.443  -0.69
4 C 0.254 -0.089 0.758  -0.70
5 C 0.316 1.056 -0.232  -0.47
6 C -0.028 2.512 0.070  -0.41
7 O 0.146 3.356 -0.917  -0.81
8 H 0.198 -3.620 -0.044  0.26
9 H 1.730 -2.158 -0.024  0.21
10 H -1.572 -0.515 -0.829  0.34
11 H -1.466 -2.247 -1.188  0.28
12 H -0.501 0.213 1.435  0.28
13 H 1.202 -0.334 1.281  0.35
14 H -0.213 0.779 -1.123  0.29
15 H 1.371 1.068 -0.605  0.19
16 H 0.668 2.881 1.046  0.07
17 H -1.125 2.522 0.567  0.10

=====

(ii)
Computed, not measured: a molecular structure, C5H10NO, with the ωB97M-V functional and the def2-TZVPD basis.

Values from the calculation:
LUMO in eV: 0.140
Kohn-Sham gap in eV: 1.978
Total charge: -1

Each line ends with the Mulliken charge.
Geometry (Å):
1 N 3.531 -2.764 -1.837  -0.61
2 C -3.074 -0.418 0.534  -0.43
3 C -2.970 -0.522 2.003  -0.63
4 C 3.070 -0.540 -2.758  -0.85
5 C 3.137 -1.663 -1.942  0.30
6 C -1.436 2.116 1.387  -0.35
7 O -0.437 2.849 1.803  -0.62
8 H -2.297 -1.030 0.094  0.30
9 H -3.082 0.594 1.302  0.15
10 H -4.009 -0.522 -0.004  0.29
11 H -3.893 -0.742 2.532  0.24
12 H -2.167 -1.182 2.302  0.32
13 H 2.705 0.427 -2.437  0.17
14 H 3.631 -0.507 -3.681  0.16
15 H -1.349 1.866 0.296  0.24
16 H -2.373 2.635 1.693  0.19
17 H -1.446 1.073 1.852  0.12

=====

(iii)
Computed, not measured: a gas-phase ion, C5H10NO (charge -1), with the ωB97M-V functional and the def2-TZVPD basis.

Values from the calculation:
SMILES string: N/C=C/CCC[O-]
LUMO in eV: 3.573
Kohn-Sham gap in eV: 5.651
Total charge: -1

Each line ends with the Mulliken charge.
Geometry (Å):
1 N 2.175 1.352 1.697  -0.53
2 C 1.741 0.226 0.964  -0.01
3 C 0.822 0.240 0.007  -0.35
4 C 0.151 -0.992 -0.518  -0.70
5 C -1.346 -0.974 -0.255  -0.53
6 C -2.085 0.255 -0.899  -0.32
7 O -3.393 0.041 -1.092  -0.88
8 H 3.179 1.379 1.818  0.21
9 H 1.885 2.233 1.285  0.23
10 H 2.183 -0.712 1.295  0.31
11 H 0.571 1.195 -0.443  0.24
12 H 0.292 -1.048 -1.605  0.26
13 H 0.681 -1.904 -0.208  0.32
14 H -1.628 -1.030 0.802  0.28
15 H -1.831 -1.807 -0.766  0.26
16 H -1.519 0.419 -1.863  0.11
17 H -1.878 1.126 -0.218  0.09

=====

Most stable one: (iii), least stable one: (ii).

=====

(i)
Computed, not measured: a gas-phase ion, C11H13N2 (charge +1), with the ωB97M-V functional and the def2-TZVPD basis.

Values from the calculation:
SMILES string: C[C@H](c1ccccc1)[n+]1cc[nH]c1
LUMO in eV: -2.633
Kohn-Sham gap in eV: 9.968
Total charge: +1

Each line ends with the Mulliken charge.
Geometry (Å):
1 C 0.739 -2.186 0.542  -1.42
2 C 0.164 -0.801 0.796  -0.05
3 C -0.973 -0.273 0.010  0.59
4 C -1.965 0.506 0.649  -0.29
5 C -3.163 0.832 -0.054  -0.76
6 C -3.233 0.548 -1.454  -0.14
7 C -2.331 -0.266 -2.079  -1.02
8 C -1.233 -0.685 -1.297  0.03
9 N 1.414 0.194 0.567  0.16
10 C 2.149 0.615 1.626  -0.16
11 C 3.174 1.377 1.106  -0.50
12 N 2.956 1.466 -0.265  -0.02
13 C 1.916 0.665 -0.535  -0.02
14 H 1.689 -2.310 0.911  0.48
15 H 0.515 -2.549 -0.412  0.33
16 H 0.209 -2.955 1.008  0.43
17 H -0.083 -0.464 1.834  0.44
18 H -1.735 0.833 1.699  0.25
19 H -3.960 1.509 0.143  0.33
20 H -4.106 0.969 -1.908  0.38
21 H -2.523 -0.353 -3.154  0.35
22 H -0.381 -1.253 -1.619  0.28
23 H 1.763 0.171 2.608  0.37
24 H 3.967 2.003 1.572  0.36
25 H 3.549 2.063 -0.800  0.21
26 H 1.480 0.343 -1.496  0.39

=====

(ii)
Computed, not measured: a gas-phase ion, C11H13N2 (charge +1), with the ωB97M-V functional and the def2-TZVPD basis.

Values from the calculation:
LUMO (spin up / spin down) in eV: -6.826 / -6.828
Kohn-Sham gap (spin up / spin down) in eV: 4.344 / 4.343
Total charge: +1

Each line ends with the Mulliken charge.
Geometry (Å):
1 C 1.905 1.377 -1.961  -0.64
2 C 2.727 1.535 -0.913  -0.20
3 C -0.341 -2.511 -0.592  -0.46
4 C 1.298 0.132 -2.150  -0.05
5 C 0.767 -2.071 -1.365  -1.06
6 C 2.947 0.641 0.164  -0.59
7 C -1.047 -1.684 0.350  -0.38
8 C 1.444 -0.792 -1.068  0.78
9 C 2.331 -0.475 -0.114  0.56
10 C -1.860 0.027 2.521  -1.06
11 C -2.436 1.539 0.652  -0.87
12 N -1.212 -0.438 0.235  -0.36
13 N -1.707 0.393 1.209  0.25
14 H 1.733 2.252 -2.594  0.42
15 H 3.389 2.408 -0.764  0.37
16 H -0.620 -3.526 -0.938  0.36
17 H 0.663 -0.048 -3.147  0.31
18 H 1.411 -2.637 -1.931  0.56
19 H 3.702 0.821 0.989  0.39
20 H -1.631 -2.119 1.125  0.58
21 H -2.876 -0.333 2.672  0.39
22 H -1.264 -0.838 2.762  0.39
23 H -1.534 0.752 3.190  0.34
24 H -2.141 2.340 1.230  0.37
25 H -2.060 1.788 -0.356  0.31
26 H -3.590 1.468 0.793  0.25

=====

Most stable one: (i), least stable one: (ii).

=====

(i)
Computed, not measured: a single C2H3BrO3S molecule, with the ωB97M-V functional and the def2-TZVPD basis.

Values from the calculation:
SMILES string: CS(=O)(=O)C(=O)Br
LUMO in eV: -0.539
Kohn-Sham gap in eV: 10.198

Each line ends with the Mulliken charge.
Geometry (Å):
1 C 0.187 -0.087 -0.054  -0.89
2 S 0.757 -0.798 -1.554  1.03
3 O -0.375 -1.494 -2.120  -0.54
4 O 1.619 0.044 -2.338  -0.55
5 C 1.800 -2.082 -0.861  0.43
6 O 1.644 -2.613 0.176  -0.34
7 Br 3.335 -2.499 -2.293  -0.17
8 H -0.315 -0.883 0.414  0.37
9 H 0.871 0.297 0.740  0.35
10 H -0.529 0.557 -0.546  0.32

=====

(ii)
Computed, not measured: a molecular structure, C2H3BrO3S, with the ωB97M-V functional and the def2-TZVPD basis.

Values from the calculation:
LUMO in eV: 0.478
Kohn-Sham gap in eV: 11.145

Each line ends with the Mulliken charge.
Geometry (Å):
1 C 0.975 0.545 0.671  -0.35
2 C -0.281 0.658 -0.759  -0.18
3 O -0.458 -1.998 -1.312  -0.56
4 O -1.618 -1.197 0.692  -0.50
5 O 0.915 -0.979 0.561  -0.33
6 S -0.561 -1.062 -0.233  1.05
7 Br -1.794 1.551 -0.210  -0.04
8 H 1.997 0.860 0.705  0.26
9 H 0.517 0.797 1.616  0.26
10 H 0.308 0.826 -1.731  0.39

=====

Most stable one: (i), least stable one: (ii).